The following is a DFT calculation (wB97M-V/def2-TZVPD) of a cluster of 2 separate species, CH4INS in total.

Computed properties:
**DFT total energy**: -791.03267 Ha
**Spin multiplicity**: 1

```
8
Properties=species:S:1:pos:R:3:forces:R:3:nbo_charge:R:1
C -0.92300 0.43333 0.08035 -0.17 -1.40 2.15 -0.50
N -0.05110 -0.65507 -0.34481 0.18 0.10 -0.48 -0.57
S -0.18472 -2.14877 0.02718 -0.46 0.17 0.24 0.38
H -0.59754 1.33812 -0.51574 -0.84 -0.80 1.33 0.24
H -1.96511 0.06615 0.01679 0.18 0.66 -0.82 0.23
H -0.90780 0.40215 1.27760 0.62 1.01 -2.43 0.24
I 2.88488 0.67587 0.01618 2.74 1.78 1.21 -0.14
H 1.74439 -0.11179 -0.55754 -2.26 -1.51 -1.19 0.12
```
Positions in Å, forces in eV/Å.

=====

The following is a DFT calculation (wB97M-V/def2-TZVPD) of a structure of composition CH4INS.

Computed properties:
**DFT total energy**: -791.02931 Ha
**Spin multiplicity**: 1

```
8
Properties=species:S:1:pos:R:3:forces:R:3:nbo_charge:R:1
C 1.59701 0.03167 0.00210 3.46 -2.45 -4.37 -0.82
N -2.17634 0.00468 0.24871 0.43 1.35 0.39 -0.71
S -2.17438 -1.47489 -0.02994 -0.37 -1.06 -0.31 0.50
I -3.87043 1.27202 -0.00737 -0.05 -0.29 -0.07 0.21
H 1.39871 0.99935 0.15730 -1.09 3.69 0.56 0.20
H 2.72054 -0.05806 0.17309 -1.43 -0.23 -0.07 0.21
H 1.05276 -0.58134 0.63534 -1.02 -1.33 0.94 0.21
H 1.45214 -0.19343 -1.17923 0.06 0.32 2.95 0.20
```
Positions in Å, forces in eV/Å.

=====

The following is a DFT calculation (wB97M-V/def2-TZVPD) of a cluster of 2 separate species, CH4INS in total.

Computed properties:
**DFT total energy**: -790.93243 Ha
**Spin multiplicity**: 1

```
8
Properties=species:S:1:pos:R:3:forces:R:3:nbo_charge:R:1
C 0.10797 -1.26116 0.23926 3.54 0.94 -1.53 -0.71
N 0.45372 2.46268 -0.12646 -0.86 -2.17 -1.34 -0.42
S 1.06433 0.07213 1.07206 -0.04 0.46 0.31 0.11
I 3.13335 -0.01325 -0.10366 -0.27 -0.07 0.07 0.10
H -0.60929 -1.67609 0.83323 -1.98 -0.69 1.85 0.23
H 0.87678 -2.03509 0.02086 -0.73 0.44 -0.09 0.23
H -0.26867 -0.80436 -0.65042 -0.43 -0.13 -0.65 0.23
H 0.73925 3.32599 0.27795 0.77 1.22 1.39 0.24
```
Positions in Å, forces in eV/Å.

=====

The following is a DFT calculation (wB97M-V/def2-TZVPD) of a cluster of 2 separate species, CH4INS in total.

Computed properties:
**DFT total energy**: -791.05656 Ha
**Spin multiplicity**: 1

```
8
Properties=species:S:1:pos:R:3:forces:R:3:nbo_charge:R:1
C 1.08826 0.49815 -0.04719 2.55 0.13 -0.94 -0.45
N -0.24946 -0.04349 -0.00212 0.31 2.16 2.52 -0.66
S -1.33424 0.54513 1.13857 0.57 -0.91 -1.19 0.13
I -3.51057 -2.48663 0.07484 0.13 0.19 0.06 -0.04
H 1.40920 1.09703 -0.96678 -1.41 -0.14 0.94 0.20
H 1.29459 1.13327 0.85598 -0.16 -0.95 -0.87 0.23
H 1.86792 -0.31557 -0.22029 -0.98 0.51 1.08 0.20
H -0.56569 -0.42789 -0.83300 -1.02 -1.00 -1.60 0.39
```
Positions in Å, forces in eV/Å.

=====

The following is a DFT calculation (wB97M-V/def2-TZVPD) of a cluster of 2 separate species, CH4INS in total.

Computed properties:
**DFT total energy**: -791.02915 Ha
**Spin multiplicity**: 1

```
8
Properties=species:S:1:pos:R:3:forces:R:3:nbo_charge:R:1
C 1.72706 0.46202 0.68069 -1.40 -1.87 -1.21 -0.57
N -1.08966 -0.77670 -0.69234 0.43 -0.30 -0.12 -0.98
S 0.00784 -1.46506 0.36046 1.16 1.23 0.59 0.19
I 3.57883 -0.07316 -0.08266 -0.60 0.41 0.20 0.21
H 1.54305 0.39086 1.70999 0.44 -0.15 1.36 0.19
H 0.99860 1.09883 0.20999 0.50 0.34 -0.73 0.20
H -1.50007 -1.46173 -1.30737 0.02 0.24 -0.31 0.39
H -1.74602 -0.15354 -0.27345 -0.56 0.10 0.22 0.37
```
Positions in Å, forces in eV/Å.

=====

The following is a DFT calculation (wB97M-V/def2-TZVPD) of an isolated molecule of CH4IO2PS.

Computed properties:
**DFT total energy**: -1228.16973 Ha
**Spin multiplicity**: 1

```
10
Properties=species:S:1:pos:R:3:forces:R:3:nbo_charge:R:1
C -1.10375 0.62234 0.78741 -0.78 0.08 -0.14 -0.24
O 0.27434 0.39073 0.63916 1.40 0.73 0.80 -0.83
P 0.91648 -0.41597 -0.54027 -0.46 0.50 -1.53 1.42
I 3.21002 0.90584 -0.09941 -0.77 -1.04 -0.10 -0.25
O -0.44208 -1.32273 -0.95558 -0.44 -0.32 -0.01 -0.94
S 0.71046 -2.50095 -0.46645 1.02 1.08 0.01 0.26
H -1.51540 -0.17171 1.38539 -0.40 -0.34 0.06 0.19
H -1.52529 0.64510 -0.20217 -0.70 -0.02 -0.18 0.19
H -1.30987 1.57181 1.28648 0.56 -0.04 -0.06 0.20
H 0.78510 0.27552 -1.83455 0.57 -0.65 1.13 0.00
```
Positions in Å, forces in eV/Å.

=====

Summary of F_max in Eh/bohr
0.0677, 0.1185, 0.0772, 0.0649, 0.0512, 0.0344
(order as listed above)
Summary of energy above the lowest of the compared OMol25 structures with the same formula, charge and spin in kcal per mole
52.5, 54.6, 115.4, 37.5, 54.7, 10.0
(order as listed above)